A molecular structure, C21H23Cl2N4NiO. Source: OMol25; level of theory: ωB97M-V with the def2-TZVPD basis set.

Its spin multiplicity is 3. Its energy relative to the best compared isomer or geometry (same formula, charge and spin) is 0.0 kcal per mole. The net charge is +1. The HOMO energy (spin up / spin down) comes out at -11.505 / -11.352 eV. The value obtained for the largest force on an atom is 2.27 eV/Å. The value obtained for the frontier orbital gap (spin up / spin down) is 9.27 / 8.55 eV.

Geometry as XYZ:
```
52
C21H23Cl2N4NiO | OMol25 | ωB97M-V with the def2-TZVPD basis set
Ni -0.233 -0.159 0.566
O 0.790 0.521 -0.974
H 1.209 1.262 -1.387
N 1.602 0.094 1.818
C 2.802 0.405 1.306
C 3.973 0.509 2.039
C 3.934 0.265 3.399
C 2.730 -0.123 3.961
C 1.608 -0.159 3.140
H 2.770 0.668 0.256
H 4.902 0.763 1.550
H 4.752 0.343 4.106
H 2.519 -0.426 4.976
H 0.648 -0.411 3.579
N 0.737 -2.164 0.257
C 1.065 -3.024 1.226
C 1.757 -4.186 0.988
C 2.193 -4.445 -0.309
C 1.795 -3.598 -1.350
C 1.068 -2.484 -0.994
H 0.808 -2.720 2.234
H 2.020 -4.823 1.820
H 2.807 -5.305 -0.544
H 2.034 -3.812 -2.379
H 0.711 -1.813 -1.767
N -1.887 -0.578 -0.738
C -2.158 0.316 -1.687
C -3.304 0.238 -2.476
C -4.092 -0.883 -2.409
C -3.784 -1.859 -1.439
C -2.744 -1.613 -0.590
H -1.448 1.116 -1.836
H -3.447 1.057 -3.168
H -5.051 -0.979 -2.902
H -4.422 -2.724 -1.339
H -2.419 -2.313 0.173
N -1.024 1.677 1.051
C -2.363 1.789 1.174
C -2.971 3.027 1.308
C -2.237 4.191 1.195
C -0.847 4.091 1.120
C -0.323 2.819 1.104
H -2.920 0.864 1.193
H -4.047 3.038 1.422
H -2.814 5.105 1.243
H -0.214 4.955 0.996
H 0.737 2.679 0.928
C 0.680 1.800 -4.361
Cl 0.206 0.177 -4.766
Cl -0.665 2.853 -3.899
H 1.418 1.749 -3.568
H 1.143 2.228 -5.245
```

A molecular structure, C21H23EuF9N8O10S3. Source: OMol25; level of theory: ωB97M-V with the def2-TZVPD basis set.

Its spin multiplicity is 7. Its energy relative to the best compared isomer or geometry (same formula, charge and spin) is 1.3 kcal per mole. The net charge is +1. The HOMO energy (spin up / spin down) comes out at -10.369 / -10.388 eV. The value obtained for the largest force on an atom is 3.77 eV/Å. The value obtained for the frontier orbital gap (spin up / spin down) is 4.93 / 7.10 eV.

Geometry as XYZ:
```
75
C21H23EuF9N8O10S3 | OMol25 | ωB97M-V with the def2-TZVPD basis set
Eu 1.112 -0.199 0.311
F 4.113 -3.484 4.570
C 4.327 -2.926 3.352
F 4.549 -3.902 2.431
F 5.379 -2.153 3.421
S 2.844 -1.932 2.700
O 1.860 -2.826 2.129
O 3.358 -1.028 1.627
N 2.528 -1.081 3.943
S 1.517 0.185 3.955
O 2.150 1.385 4.488
O 0.739 0.319 2.744
C 0.448 -0.453 5.343
F 0.952 0.049 6.459
F 0.362 -1.806 5.497
F -0.860 0.018 5.265
F 0.667 -0.278 -5.648
C 1.609 -1.207 -5.404
F 0.982 -2.490 -5.565
F 2.516 -1.190 -6.506
C 2.337 -1.026 -4.065
C 3.756 -0.915 -4.070
C 4.376 -1.030 -2.818
C 3.647 -1.045 -1.655
N 2.325 -0.985 -1.621
C 1.643 -0.980 -2.772
S 0.018 -1.017 -2.630
H 4.341 -0.688 -4.912
H 5.456 -0.999 -2.656
H 4.151 -1.059 -0.675
N 1.826 3.461 2.209
N 2.556 2.363 1.543
H 1.302 3.034 2.977
H 1.106 3.844 1.580
H 3.036 1.959 2.368
H 3.296 2.911 1.071
C -4.039 -2.396 0.378
C -2.898 -1.471 -0.014
N -1.766 -1.674 0.853
C -2.125 -1.309 2.262
C -3.385 -2.161 2.663
N -3.702 -3.167 1.615
C -2.424 -3.992 1.439
C -1.345 -3.079 0.882
H -4.280 -3.127 -0.438
H -5.005 -1.884 0.569
H -3.079 -0.375 0.005
H -2.597 -1.621 -1.070
H -2.266 -0.264 2.400
H -1.321 -1.633 2.957
H -4.232 -1.583 2.912
H -3.158 -2.813 3.580
H -4.444 -3.771 1.964
H -2.731 -4.854 0.748
H -2.128 -4.435 2.439
H -1.127 -3.410 -0.176
H -0.379 -3.167 1.405
O 1.174 1.765 -1.068
C -0.040 2.106 -0.847
O -0.688 1.583 0.146
C -0.750 3.071 -1.759
C -2.120 3.193 -1.522
C -2.860 3.970 -2.397
C -2.351 4.691 -3.448
C -0.972 4.479 -3.650
C -0.167 3.699 -2.840
N -0.340 5.178 -4.722
O -1.065 5.917 -5.416
O 0.904 5.036 -4.863
N -4.289 4.236 -2.120
O -4.919 4.880 -3.010
O -4.805 3.689 -1.097
H -2.630 2.671 -0.692
H -2.874 5.490 -4.003
H 0.898 3.700 -3.052
```

A molecular structure, C21H23F6FeN5O8PS2SeTe. Source: OMol25; level of theory: ωB97M-V with the def2-TZVPD basis set.

Its spin multiplicity is 5. Its energy relative to the best compared isomer or geometry (same formula, charge and spin) is 21.6 kcal per mole. The net charge is -1. The HOMO energy comes out at -4.826 eV. The value obtained for the largest force on an atom is 0.86 eV/Å. The value obtained for the frontier orbital gap is 5.76 eV.

Geometry as XYZ:
```
69
C21H23F6FeN5O8PS2SeTe | OMol25 | ωB97M-V with the def2-TZVPD basis set
Fe 0.091 -0.896 0.741
F 1.364 -1.922 4.931
C 0.261 -2.648 4.713
F 0.503 -3.892 5.146
F -0.709 -2.130 5.496
S -0.328 -2.647 2.953
O -0.392 -1.156 2.825
O -1.478 -3.480 3.232
N 1.021 -3.378 2.441
S 2.106 -3.061 1.387
O 1.721 -2.210 0.255
O 2.870 -4.223 1.036
C 3.367 -2.037 2.271
F 2.829 -1.043 2.966
F 4.221 -1.524 1.383
F 4.052 -2.818 3.114
Se -4.371 2.935 -4.423
N -3.290 1.523 -4.555
C -2.795 1.305 -3.372
C -1.819 0.250 -3.076
C -1.309 -0.606 -4.055
C -0.351 -1.529 -3.701
C 0.086 -1.569 -2.378
N -0.405 -0.761 -1.452
C -1.346 0.123 -1.782
C -1.866 0.995 -0.685
N -1.447 0.718 0.548
C -1.808 1.499 1.552
C -2.640 2.602 1.370
C -3.126 2.861 0.107
C -2.740 2.035 -0.948
C -3.231 2.212 -2.321
N -4.065 3.144 -2.678
H -1.669 -0.518 -5.071
H 0.077 -2.204 -4.428
H 0.854 -2.254 -2.042
H -1.430 1.213 2.527
H -2.907 3.222 2.213
H -3.798 3.686 -0.087
C -3.313 -2.038 1.112
C -2.271 -3.058 0.670
C -2.424 -3.386 -0.810
O -0.948 -2.645 0.922
H -4.316 -2.462 1.013
H -3.264 -1.136 0.492
H -3.158 -1.756 2.153
H -2.434 -3.974 1.241
H -2.403 -2.482 -1.426
H -3.383 -3.884 -0.986
H -1.621 -4.048 -1.136
C 5.184 2.598 1.854
C 4.464 2.712 0.529
O 3.090 2.387 0.732
P 2.177 1.336 -0.073
O 1.425 0.593 1.016
Te 3.390 0.282 -1.808
O 1.045 2.307 -0.715
C 1.437 3.312 -1.660
C 0.635 3.163 -2.929
H 6.200 2.987 1.762
H 5.233 1.556 2.171
H 4.661 3.166 2.625
H 4.894 2.039 -0.214
H 4.511 3.730 0.136
H 2.501 3.217 -1.885
H 1.265 4.282 -1.187
H 0.840 2.192 -3.383
H 0.909 3.946 -3.641
H -0.433 3.247 -2.725
```

A single C21H23FN2O2 molecule. Source: OMol25; level of theory: ωB97M-V with the def2-TZVPD basis set.

Its energy relative to the best compared isomer or geometry (same formula, charge and spin) is 14.8 kcal per mole. The net charge is 0. The HOMO energy comes out at -8.932 eV. The value obtained for the largest force on an atom is 0.60 eV/Å. The value obtained for the frontier orbital gap is 9.53 eV.

Geometry as XYZ:
```
49
C21H23FN2O2 | OMol25 | ωB97M-V with the def2-TZVPD basis set
C -1.798 2.797 -0.777
C -1.292 3.116 0.627
C 0.192 2.760 0.865
C 1.133 3.964 0.675
C 1.018 4.697 -0.655
C 0.634 1.592 -0.008
O 1.391 1.727 -0.950
N 0.154 0.354 0.310
C -0.770 0.048 1.377
C -0.625 -1.364 1.946
O -0.232 -1.578 3.069
N -1.116 -2.359 1.161
C -1.498 -2.244 -0.179
C -2.600 -2.957 -0.642
C -3.007 -2.841 -1.957
C -2.298 -2.002 -2.799
F -2.695 -1.872 -4.079
C -1.182 -1.308 -2.368
C -0.762 -1.437 -1.054
C 0.495 -0.751 -0.575
C 1.468 -1.722 0.068
C 2.288 -1.319 1.113
C 3.185 -2.206 1.681
C 3.278 -3.502 1.206
C 2.479 -3.904 0.149
C 1.582 -3.018 -0.419
H -1.157 3.240 -1.533
H -1.830 1.723 -0.952
H -2.805 3.189 -0.905
H -1.416 4.183 0.818
H -1.919 2.590 1.350
H 0.313 2.457 1.911
H 0.939 4.669 1.489
H 2.159 3.605 0.784
H 0.036 5.145 -0.780
H 1.210 4.013 -1.475
H 1.758 5.493 -0.693
H -1.809 0.149 1.027
H -0.613 0.726 2.217
H -1.188 -3.269 1.598
H -3.139 -3.600 0.037
H -3.860 -3.385 -2.331
H -0.638 -0.685 -3.061
H 1.001 -0.287 -1.433
H 2.229 -0.308 1.485
H 3.811 -1.882 2.498
H 3.975 -4.196 1.652
H 2.555 -4.910 -0.237
H 0.965 -3.336 -1.248
```

A molecular structure, C21H23MnN4OS2. Source: OMol25; level of theory: ωB97M-V with the def2-TZVPD basis set.

Its spin multiplicity is 5. The net charge is +2. The HOMO energy (spin up / spin down) comes out at -13.714 / -13.987 eV. The value obtained for the largest force on an atom is 1.59 eV/Å. The value obtained for the frontier orbital gap (spin up / spin down) is 5.23 / 7.46 eV.

Geometry as XYZ:
```
52
C21H23MnN4OS2 | OMol25 | ωB97M-V with the def2-TZVPD basis set
Mn -0.326 0.204 -0.288
C -0.625 0.241 2.695
C 0.118 -1.077 2.890
C 1.260 -1.415 1.960
C 2.204 -2.340 2.391
C 3.264 -2.679 1.570
C 3.363 -2.074 0.325
C 2.383 -1.182 -0.046
N 1.339 -0.861 0.742
N -1.491 0.332 1.489
C -2.064 1.699 1.405
C -1.035 2.682 0.910
C -1.155 4.046 1.091
C -0.186 4.880 0.554
C 0.901 4.316 -0.099
C 0.962 2.946 -0.231
N -0.005 2.139 0.235
C -2.580 -0.677 1.506
C -2.644 -1.448 0.210
C -3.699 -2.305 -0.041
C -3.701 -3.060 -1.204
C -2.628 -2.942 -2.077
C -1.618 -2.056 -1.776
N -1.621 -1.305 -0.656
H 0.101 1.053 2.647
H -1.246 0.401 3.581
H -0.572 -1.926 2.888
H 0.525 -1.042 3.902
H 2.099 -2.796 3.367
H 4.002 -3.400 1.894
H 4.177 -2.298 -0.349
H 2.421 -0.699 -1.014
H -2.455 2.014 2.377
H -2.901 1.688 0.702
H -1.995 4.448 1.643
H -0.277 5.953 0.650
H 1.689 4.929 -0.513
H 1.798 2.465 -0.717
H -3.542 -0.204 1.705
H -2.412 -1.389 2.314
H -4.506 -2.381 0.675
H -4.523 -3.729 -1.420
H -2.575 -3.526 -2.985
H -0.770 -1.932 -2.440
C 3.441 0.920 -4.661
O 2.311 1.219 -3.817
C 1.588 0.235 -3.364
S 1.888 -1.381 -3.517
S 0.172 0.736 -2.491
H 3.871 1.878 -4.930
H 3.109 0.393 -5.555
H 4.166 0.309 -4.128
```

A molecular structure, C21H23N3O4. Source: OMol25; level of theory: ωB97M-V with the def2-TZVPD basis set.

Its energy relative to the best compared isomer or geometry (same formula, charge and spin) is 471.3 kcal per mole. The net charge is 0. The HOMO energy comes out at -8.443 eV. The value obtained for the largest force on an atom is 15.43 eV/Å. The value obtained for the frontier orbital gap is 8.74 eV.

Geometry as XYZ:
```
51
C21H23N3O4 | OMol25 | ωB97M-V with the def2-TZVPD basis set
O 0.045 2.332 4.009
C 0.120 1.914 2.734
N 0.633 0.625 2.323
C 1.296 -0.256 3.119
C 1.442 -0.134 4.441
C 1.926 -1.229 5.295
C 2.437 -2.205 4.668
C 2.629 -2.379 3.113
C 2.010 -1.337 2.477
H 1.883 -1.262 1.346
H 2.991 -3.331 2.695
H 3.156 -3.261 5.121
H 2.043 -1.173 6.207
H 0.823 0.435 5.144
H 0.797 0.616 1.385
C -0.419 2.827 1.812
N 0.251 2.582 0.421
C 1.631 2.968 0.416
C 2.407 1.847 -0.741
N 1.336 1.350 -1.438
C 1.359 0.044 -1.510
O 1.926 -0.754 -0.687
C 0.091 -0.645 -2.315
C 0.041 -2.089 -2.159
H 1.335 -2.651 -2.710
O -0.846 -2.648 -3.245
C -2.036 -1.818 -3.123
C -3.132 -2.790 -3.642
C -4.448 -1.984 -3.410
C -4.630 -0.806 -2.854
C -3.415 -0.319 -2.324
C -2.064 -0.749 -2.472
O -1.151 -0.111 -1.923
H -3.521 0.867 -1.821
H -5.516 -0.330 -2.740
H -5.299 -2.744 -3.932
H -2.859 -3.593 -4.242
H -0.261 -2.372 -1.136
H 0.284 -0.271 -3.389
C 0.409 2.243 -1.788
H -0.372 2.011 -2.758
C -0.566 2.714 -0.493
H -0.678 3.864 -0.725
H -1.345 2.286 -0.706
H 1.086 3.158 -2.285
H 2.850 1.195 -0.284
H 3.053 2.633 -1.313
H 1.620 4.072 -0.102
H 2.237 2.735 1.278
H -1.387 2.498 1.751
H -0.235 3.776 1.927
```